No. 1
Below is an isolated molecule of C5H7N in a non-equilibrium geometry, with properties calculated with ωB97M-V/def2-TZVPD.

XYZ file:
```
13
Properties=species:S:1:pos:R:3
C 0.39 -0.35 -1.79
C 0.47 -0.01 -0.37
C 0.87 -0.53 0.82
C -0.15 -0.26 1.77
C -1.01 0.64 1.19
N -0.41 1.04 0.08
H -0.39 -1.03 -1.97
H 1.27 -1.00 -2.14
H 0.08 0.50 -2.39
H 1.93 -0.85 1.25
H -0.22 -0.47 2.78
H -2.13 0.69 1.41
H -0.70 1.63 -0.64
```

- F_max (eV Å⁻¹) = 4.52
- ΔE to the lowest compared entry with this formula, charge and spin (kJ/mol) = 281.3
- molar mass (g/mol) = 81.12
- SMILES = Cc1ccc[nH]1
- E_tot (Ha) = -249.3661
- HOMO-LUMO gap (hartree) = 0.3104
- charge = 0

Results of the Löwdin charge analysis, in e, for atoms 1 through 6: -0.050 -0.304 -0.094 -0.125 -0.180 0.044

***

No. 2
Below is a 6-piece molecular cluster, C4H21N2O6 overall in a non-equilibrium geometry, with properties calculated with ωB97M-V/def2-TZVPD.

XYZ file:
```
33
Properties=species:S:1:pos:R:3
C -0.61 -1.19 1.60
N -1.57 -0.29 0.96
C 0.96 -0.70 1.52
C 1.86 -1.35 2.60
N 1.43 -1.18 0.19
C 1.82 -0.10 -0.71
O 0.98 1.00 -0.65
H -0.48 -2.15 1.10
H -0.80 -1.14 2.67
H -1.27 0.56 0.50
H -2.00 -0.80 0.20
H 1.14 0.35 1.52
H 2.88 -0.93 2.64
H 1.91 -2.42 2.35
H 1.38 -1.34 3.58
H 0.76 -1.84 -0.18
H 2.84 0.31 -0.72
H 1.80 -0.59 -1.72
H 1.02 1.74 1.66
H -0.85 2.25 -1.77
O -1.29 1.41 -1.57
H -2.82 2.32 -1.23
H -3.41 1.98 0.10
O -3.43 2.70 -0.55
H 0.71 3.21 1.28
H 0.00 1.06 -1.11
O 0.82 2.60 2.02
H -0.76 0.51 -2.84
H 0.46 -0.26 -3.29
O -0.46 -0.15 -3.55
H -1.14 -1.57 -2.91
H -0.91 -1.72 -1.44
O -0.97 -2.28 -2.23
```

- F_max (eV Å⁻¹) = 4.19
- ΔE to the lowest compared entry with this formula, charge and spin (kJ/mol) = 164.8
- molar mass (g/mol) = 193.22
- E_tot (Ha) = -725.9673
- HOMO-LUMO gap (hartree) = 0.3328
- charge = -1

Results of the Löwdin charge analysis, in e, for atoms 1 through 6: -0.193 0.021 -0.333 -0.073 -0.021 -0.327

***

No. 3
Below is an isolated molecule of C18H26N2O5, with properties calculated with ωB97M-V/def2-TZVPD.

XYZ file:
```
51
Properties=species:S:1:pos:R:3
C -0.84 0.05 6.39
C -1.15 1.47 5.93
C -0.47 1.79 4.61
C -0.77 3.22 4.15
C -0.12 3.59 2.81
O -0.73 2.93 1.72
C -0.27 1.75 1.24
C 0.90 1.09 1.63
C 1.25 -0.10 1.04
C 0.44 -0.69 0.07
C 0.88 -1.97 -0.53
O 2.06 -2.25 -0.71
N -0.11 -2.85 -0.83
C 0.15 -4.10 -1.51
C 0.29 -3.82 -3.01
O -0.55 -4.11 -3.83
N 1.47 -3.20 -3.31
C 1.57 -2.44 -4.52
C 0.86 -1.10 -4.35
O 0.15 -0.84 -3.42
O 1.13 -0.28 -5.36
C 0.48 1.00 -5.35
C -0.93 0.91 -5.92
C -0.71 -0.03 -0.34
C -1.06 1.17 0.24
H -1.34 -0.17 7.33
H -1.18 -0.67 5.65
H 0.23 -0.08 6.53
H -2.23 1.58 5.82
H -0.82 2.17 6.70
H -0.80 1.08 3.85
H 0.61 1.67 4.73
H -1.85 3.34 4.05
H -0.42 3.92 4.90
H 0.96 3.41 2.84
H -0.29 4.65 2.62
H 1.54 1.50 2.39
H 2.16 -0.60 1.33
H -1.06 -2.52 -0.82
H -0.69 -4.78 -1.34
H 1.07 -4.52 -1.12
H 2.02 -2.88 -2.51
H 2.61 -2.28 -4.80
H 1.06 -2.99 -5.32
H 0.46 1.37 -4.32
H 1.11 1.64 -5.97
H -1.54 0.26 -5.29
H -0.91 0.51 -6.93
H -1.38 1.90 -5.94
H -1.32 -0.42 -1.14
H -1.94 1.70 -0.07
```

- F_max (eV Å⁻¹) = 0.64
- ΔE to the lowest compared entry with this formula, charge and spin (kJ/mol) = 48.5
- molar mass (g/mol) = 350.41
- SMILES = CCCCCOc1ccc(C(=O)NCC(=O)NCC(=O)OCC)cc1
- E_tot (Ha) = -1187.2658
- HOMO-LUMO gap (hartree) = 0.3427
- charge = 0

Results of the Löwdin charge analysis, in e, for atoms 1 through 6: -0.116 -0.274 -0.232 -0.171 -0.191 -0.037

***

No. 4
Below is an isolated ion of composition C24H33N2O2 and charge +1, with properties calculated with ωB97M-V/def2-TZVPD.

XYZ file:
```
61
Properties=species:S:1:pos:R:3
C 5.52 1.16 1.93
C 5.14 -0.05 1.08
N 4.05 -0.84 1.65
C 4.35 -1.57 2.87
C 3.83 -0.89 4.14
C 2.88 -0.83 1.03
O 2.69 -0.15 0.01
C 1.73 -1.70 1.56
C 0.40 -0.90 1.54
C -0.38 -1.13 0.25
N 0.58 -1.29 -0.85
C 0.02 -1.00 -2.19
C -0.37 0.46 -2.27
C 0.61 1.43 -2.36
C 0.24 2.77 -2.38
C -1.09 3.13 -2.28
C -2.08 2.15 -2.16
O -3.35 2.61 -2.02
C -4.39 1.68 -1.79
C -4.20 0.84 -0.55
C -3.51 1.35 0.54
C -3.32 0.57 1.67
C -3.82 -0.72 1.72
C -4.53 -1.23 0.64
C -4.71 -0.45 -0.49
C -1.71 0.81 -2.18
C 1.22 -2.61 -0.77
C 1.58 -2.95 0.68
H 4.65 1.78 2.11
H 5.96 0.86 2.88
H 6.26 1.75 1.39
H 6.01 -0.72 0.97
H 4.82 0.28 0.10
H 5.43 -1.66 2.93
H 3.95 -2.59 2.80
H 4.29 0.09 4.26
H 4.09 -1.50 5.00
H 2.76 -0.75 4.12
H 1.93 -2.02 2.57
H 0.62 0.16 1.65
H -0.22 -1.20 2.39
H -1.03 -0.27 0.05
H -1.01 -2.02 0.31
H 1.39 -0.59 -0.63
H -0.85 -1.64 -2.36
H 0.79 -1.22 -2.93
H 1.65 1.16 -2.42
H 0.99 3.53 -2.47
H -1.39 4.17 -2.28
H -5.29 2.30 -1.69
H -4.53 1.03 -2.67
H -3.13 2.36 0.50
H -2.78 0.98 2.52
H -3.68 -1.32 2.61
H -4.93 -2.22 0.68
H -5.26 -0.85 -1.33
H -2.46 0.04 -2.12
H 2.12 -2.59 -1.39
H 0.55 -3.37 -1.18
H 0.79 -3.57 1.12
H 2.50 -3.54 0.70
```

- F_max (eV Å⁻¹) = 0.74
- ΔE to the lowest compared entry with this formula, charge and spin (kJ/mol) = 11.7
- molar mass (g/mol) = 381.54
- SMILES = CCN(CC)C(=O)[C@H]1CC[N@H+](Cc2cccc(OCc3ccccc3)c2)CC1
- E_tot (Ha) = -1194.1381
- HOMO-LUMO gap (hartree) = 0.3367
- charge = +1

Results of the Löwdin charge analysis, in e, for atoms 1 through 6: -0.061 -0.180 -0.039 -0.186 -0.052 -0.370

***

No. 5
Below is C6H10N2O2 as an isolated structure in a non-equilibrium geometry, with properties calculated with ωB97M-V/def2-TZVPD.

XYZ file:
```
20
Properties=species:S:1:pos:R:3
C -1.50 -1.99 0.18
C -1.64 -0.44 0.09
C 0.10 1.33 0.70
C 1.48 1.64 0.19
C 1.54 1.07 -1.22
C 0.37 0.11 -1.20
H 0.20 -1.32 1.07
H -0.46 -3.56 1.17
H -2.36 -0.03 -0.92
H -2.12 -0.11 0.93
H 0.12 1.31 2.02
H -0.58 1.93 0.58
H 1.74 2.46 0.37
H 2.36 1.11 0.90
H 1.51 1.54 -2.17
H 2.47 0.50 -1.56
N -0.57 -2.26 1.14
N -0.38 0.17 -0.04
O -2.27 -2.73 -0.11
O 0.02 -0.72 -2.14
```

- F_max (eV Å⁻¹) = 13.48
- ΔE to the lowest compared entry with this formula, charge and spin (kJ/mol) = 657.5
- molar mass (g/mol) = 142.16
- E_tot (Ha) = -494.3933
- HOMO-LUMO gap (hartree) = 0.3506
- charge = 0

Results of the Löwdin charge analysis, in e, for atoms 1 through 6: -0.708 -0.087 -0.136 -0.117 -0.064 -0.365

***

No. 6
Below is C31H61GaO12S as an isolated structure in a non-equilibrium geometry, with properties calculated with ωB97M-V/def2-TZVPD.

XYZ file:
```
106
Properties=species:S:1:pos:R:3
C -3.67 -0.78 4.79
C -4.89 -0.27 3.80
C -4.38 0.50 2.44
Ga -2.64 -0.24 1.62
S -2.58 -2.57 1.47
C -1.05 0.44 2.76
C -1.15 2.01 3.23
O -0.24 2.29 4.38
C -0.49 3.71 4.76
O -0.52 4.01 6.09
C -2.59 0.44 -0.37
O -3.67 0.11 -1.11
O -1.47 1.19 -0.96
H -3.03 0.18 5.06
H -4.09 -1.29 5.76
H -2.95 -1.56 4.27
H -5.49 0.55 4.43
H -5.68 -1.13 3.56
H -4.22 1.65 2.72
H -5.26 0.45 1.65
H -2.03 -3.13 2.63
H -1.05 -0.21 3.76
H 0.02 0.29 2.26
H -2.25 2.31 3.57
H -0.74 2.70 2.35
H -0.69 4.53 3.94
C 0.74 0.76 -2.93
C 2.08 0.34 -2.40
O 2.20 -0.65 -1.67
C 3.28 1.17 -2.78
H -0.03 0.07 -2.57
H 0.50 1.77 -2.57
H 0.75 0.74 -4.02
H 3.15 2.19 -2.42
H 3.40 1.16 -3.87
H 4.18 0.74 -2.33
C 6.57 2.59 -1.44
C 5.96 3.71 -2.23
O 4.74 3.84 -2.32
C 6.90 4.67 -2.91
H 5.77 1.98 -1.00
H 7.17 1.96 -2.09
H 7.18 2.99 -0.63
H 7.52 4.13 -3.63
H 7.52 5.17 -2.17
H 6.32 5.43 -3.45
C -3.61 -6.65 -2.50
C -3.62 -5.41 -1.65
O -3.21 -5.43 -0.49
C -4.15 -4.14 -2.27
H -3.20 -7.48 -1.92
H -4.63 -6.90 -2.81
H -2.98 -6.49 -3.38
H -5.20 -4.28 -2.56
H -3.54 -3.87 -3.14
H -4.10 -3.33 -1.54
C -6.04 -3.57 -6.61
C -4.69 -3.99 -6.07
O -4.58 -4.98 -5.35
C -3.50 -3.16 -6.46
H -6.81 -4.26 -6.24
H -6.27 -2.56 -6.25
H -6.03 -3.59 -7.70
H -3.62 -2.14 -6.10
H -3.38 -3.17 -7.55
H -2.60 -3.59 -6.01
C -9.13 2.96 2.57
C -8.38 1.67 2.38
O -7.69 1.20 3.28
C -8.50 0.99 1.04
H -8.95 3.34 3.58
H -8.78 3.70 1.85
H -10.20 2.79 2.45
H -8.12 1.64 0.25
H -9.54 0.72 0.85
H -7.90 0.07 1.05
C 8.69 3.96 1.61
C 9.28 4.91 0.60
O 8.92 4.90 -0.57
C 10.33 5.87 1.08
H 7.95 3.32 1.12
H 9.48 3.32 2.02
H 8.20 4.52 2.41
H 11.19 5.32 1.47
H 9.91 6.52 1.86
H 10.66 6.49 0.25
C 1.80 0.89 5.93
C 2.49 -0.35 6.44
O 1.84 -1.30 6.88
C 3.99 -0.39 6.38
H 0.72 0.77 6.04
H 2.11 1.75 6.52
H 2.04 1.04 4.88
H 4.40 0.42 6.99
H 4.32 -0.29 5.35
H 4.35 -1.34 6.78
C 2.77 -3.05 -3.00
C 3.20 -3.90 -4.17
O 3.37 -3.41 -5.29
C 3.43 -5.36 -3.91
H 2.65 -2.01 -3.34
H 1.81 -3.41 -2.62
H 3.53 -3.07 -2.22
H 2.50 -5.83 -3.57
H 4.22 -5.49 -3.17
H 3.74 -5.85 -4.84
```

- F_max (eV Å⁻¹) = 8.60
- molar mass (g/mol) = 727.61
- E_tot (Ha) = -4443.4477
- HOMO-LUMO gap (hartree) = 0.1137
- charge = -2

Results of the Löwdin charge analysis, in e, for atoms 1 through 6: -0.173 -0.341 -0.291 0.156 0.264 -0.243

***

No. 7
Below is a 2-piece molecular cluster, C5H11O2 overall in a non-equilibrium geometry, with properties calculated with ωB97M-V/def2-TZVPD.

XYZ file:
```
18
Properties=species:S:1:pos:R:3
C 0.93 2.32 2.52
C 0.86 1.60 1.18
H 1.58 1.80 3.22
H 1.07 3.38 2.34
H -0.05 2.20 3.00
H 0.11 1.95 0.48
H 0.58 0.56 1.33
H 1.81 1.37 0.69
C -0.59 -2.05 -1.63
C 0.14 -1.06 -0.76
C -1.99 -1.60 -2.14
O -3.02 -2.07 -1.61
O -1.90 -0.76 -3.08
H -0.04 -2.26 -2.56
H -0.58 -3.07 -1.21
H -0.35 -0.79 0.16
H 0.27 -0.17 -1.39
H 1.18 -1.34 -0.54
```

- F_max (eV Å⁻¹) = 1.81
- ΔE to the lowest compared entry with this formula, charge and spin (kJ/mol) = 64.5
- molar mass (g/mol) = 103.14
- E_tot (Ha) = -347.6251
- HOMO-LUMO gap (hartree) = 0.2594
- charge = -1

Results of the Löwdin charge analysis, in e, for atoms 1 through 6: -0.169 -0.188 0.059 0.053 0.060 0.074

***

No. 8
Below is C30H37F3NO9SbTi as an isolated structure in a non-equilibrium geometry, with properties calculated with ωB97M-V/def2-TZVPD.

XYZ file:
```
82
Properties=species:S:1:pos:R:3
Ti 0.02 -0.91 0.01
O 0.82 -0.51 3.79
C 1.19 -0.65 2.64
O 0.69 -1.49 1.78
C 2.47 0.04 2.16
C 3.24 -0.92 1.25
C 4.69 -0.46 1.06
C 4.50 0.73 0.10
C 2.98 0.74 -0.08
O 2.65 -0.67 -0.04
C 2.30 1.26 1.20
C 0.86 1.73 0.85
O 0.79 2.82 0.29
O -0.09 0.95 1.21
H 3.03 0.33 3.05
H 3.12 -1.97 1.51
H 5.16 -0.19 2.00
H 5.28 -1.25 0.59
H 4.86 1.68 0.51
H 5.00 0.56 -0.86
H 2.62 1.19 -1.00
H 2.80 2.15 1.58
O 0.49 0.21 -1.34
O -0.91 -0.03 -1.40
O -3.38 0.01 0.64
C -3.09 -1.16 0.84
C -4.12 -2.15 1.39
C -3.32 -3.43 1.57
C -1.94 -3.08 1.03
O -1.04 -3.90 1.00
N -1.88 -1.76 0.63
H -4.92 -2.24 0.66
H -4.54 -1.75 2.31
H -3.71 -4.28 1.00
H -3.22 -3.74 2.61
F 3.98 -8.48 -4.42
C 2.97 -7.84 -5.05
F 3.45 -7.46 -6.25
F 2.04 -8.78 -5.29
C 2.44 -6.69 -4.25
C 2.42 -5.40 -4.75
C 1.94 -4.36 -3.98
C 1.47 -4.59 -2.68
C 1.48 -5.90 -2.19
C 1.96 -6.94 -2.96
C 1.00 -3.51 -1.86
C 0.59 -2.61 -1.16
H 2.78 -5.21 -5.76
H 1.92 -3.35 -4.36
H 1.10 -6.08 -1.19
H 1.96 -7.95 -2.58
C -3.53 0.94 -3.32
C -3.95 1.80 -2.14
C -4.86 2.94 -2.60
Sb -2.18 2.45 -0.99
C -1.37 3.56 -2.72
C -0.95 4.98 -2.34
C -0.17 2.80 -3.28
C -3.19 4.13 0.05
C -4.27 3.47 0.90
C -2.13 4.77 0.95
H -4.40 0.49 -3.81
H -2.86 0.13 -3.01
H -3.00 1.53 -4.07
H -4.49 1.19 -1.41
H -4.35 3.57 -3.35
H -5.16 3.59 -1.78
H -5.77 2.55 -3.08
H -2.16 3.61 -3.47
H -0.19 4.95 -1.55
H -1.80 5.57 -1.96
H -0.52 5.52 -3.20
H 0.63 2.77 -2.54
H 0.22 3.29 -4.18
H -0.41 1.76 -3.53
H -3.59 4.83 -0.68
H -3.86 2.64 1.47
H -5.08 3.07 0.29
H -4.72 4.17 1.62
H -1.59 4.00 1.51
H -2.58 5.45 1.69
H -1.38 5.32 0.39
```

- F_max (eV Å⁻¹) = 1.13
- ΔE to the lowest compared entry with this formula, charge and spin (kJ/mol) = 101.9
- molar mass (g/mol) = 782.25
- E_tot (Ha) = -3286.7167
- HOMO-LUMO gap (hartree) = 0.2077
- charge = -2

Results of the Löwdin charge analysis, in e, for atoms 1 through 6: 1.081 0.059 -0.586 -0.157 -0.098 -0.256

***

No. 9
Below is C40H50N5OS3W as an isolated structure, with properties calculated with ωB97M-V/def2-TZVPD.

XYZ file:
```
100
Properties=species:S:1:pos:R:3
W 0.15 0.07 -0.98
C 5.72 -2.47 -0.70
C 4.92 -2.74 0.58
C 3.45 -2.54 0.37
C 2.51 -3.48 0.09
C 2.68 -4.96 0.00
C 2.43 -5.67 1.34
C 1.28 -2.78 -0.10
C 0.08 -3.41 -0.30
C -1.13 -2.78 -0.35
C -2.39 -3.47 -0.36
C -2.55 -4.96 -0.39
C -2.50 -5.58 1.01
C -3.35 -2.51 -0.28
C -2.67 -1.25 -0.25
C -3.30 -0.05 -0.11
C -2.66 1.15 0.03
N -1.29 1.34 0.03
C -1.14 2.68 0.31
C 0.06 3.32 0.43
C 1.27 2.69 0.40
N 1.46 1.33 0.19
C 2.80 1.13 0.47
C 3.41 -0.09 0.53
C 2.78 -1.28 0.32
N 1.44 -1.41 0.01
C 3.46 2.37 0.78
C 2.51 3.34 0.72
C 2.65 4.80 1.02
C 2.30 5.14 2.47
C 4.90 2.50 1.14
C 5.19 2.14 2.60
C -2.41 3.33 0.46
C -3.36 2.38 0.28
C -4.84 2.53 0.38
C -5.37 2.19 1.78
C -2.60 4.80 0.72
C -2.49 5.63 -0.56
N -1.29 -1.41 -0.30
C -4.83 -2.69 -0.19
C -5.36 -2.58 1.25
H 6.78 -2.64 -0.53
H 5.58 -1.44 -1.04
H 5.38 -3.12 -1.51
H 5.27 -2.09 1.39
H 5.09 -3.76 0.91
H 3.70 -5.17 -0.34
H 2.02 -5.37 -0.77
H 3.14 -5.32 2.09
H 2.54 -6.75 1.24
H 1.43 -5.45 1.71
H 0.09 -4.49 -0.35
H -1.77 -5.40 -1.01
H -3.50 -5.20 -0.86
H -1.57 -5.33 1.52
H -2.57 -6.67 0.96
H -3.32 -5.22 1.63
H -4.38 -0.05 -0.06
H 0.06 4.38 0.63
H 4.46 -0.11 0.78
H 2.02 5.38 0.34
H 3.68 5.10 0.81
H 1.28 4.85 2.72
H 2.40 6.21 2.65
H 2.97 4.62 3.16
H 5.23 3.52 0.95
H 5.50 1.86 0.48
H 4.65 2.81 3.27
H 6.25 2.22 2.82
H 4.87 1.12 2.83
H -5.33 1.89 -0.36
H -5.11 3.55 0.13
H -5.10 1.17 2.06
H -6.46 2.27 1.82
H -4.95 2.86 2.52
H -1.88 5.15 1.46
H -3.59 4.95 1.17
H -1.49 5.53 -1.01
H -2.66 6.69 -0.36
H -3.22 5.30 -1.30
H -5.10 -3.66 -0.60
H -5.33 -1.95 -0.82
H -4.91 -3.35 1.88
H -6.44 -2.70 1.28
H -5.11 -1.62 1.69
N -2.38 0.57 -4.43
C -1.46 0.72 -3.48
O -1.64 0.19 -2.36
C -0.23 1.52 -3.69
C 0.22 1.88 -2.29
H -3.17 -0.04 -4.27
H -2.24 0.97 -5.34
H -0.43 2.39 -4.32
H 0.50 0.89 -4.20
H -0.47 2.62 -1.89
H 1.20 2.34 -2.33
S 2.97 -2.38 -3.93
C 1.98 -1.40 -3.10
S 0.29 -1.65 -2.81
S 2.34 0.10 -2.36
```

- F_max (eV Å⁻¹) = 0.50
- ΔE to the lowest compared entry with this formula, charge and spin (kJ/mol) = 0.0
- molar mass (g/mol) = 896.91
- E_tot (Ha) = -3164.8454
- HOMO-LUMO gap (hartree) = 0.2150
- charge = +1

Results of the Löwdin charge analysis, in e, for atoms 1 through 6: 1.607 -0.069 -0.174 -0.112 -0.114 -0.175

***

No. 10
Below is C5H9NO as an isolated structure in a non-equilibrium geometry, with properties calculated with ωB97M-V/def2-TZVPD.

XYZ file:
```
16
Properties=species:S:1:pos:R:3
C -1.02 -0.25 1.09
C -0.10 -0.05 -0.20
C -0.24 -1.25 -1.13
C -0.18 1.41 -0.67
O 1.05 1.71 0.06
C 1.26 0.36 0.30
N 2.21 -0.26 0.84
H -0.82 0.54 1.83
H -2.11 -0.23 0.89
H -0.85 -1.20 1.63
H 0.64 -1.89 -1.28
H -0.91 -1.72 -0.44
H -0.76 -1.11 -2.09
H -1.05 1.92 -0.27
H -0.04 1.63 -1.73
H 2.93 0.38 1.17
```

- F_max (eV Å⁻¹) = 2.05
- ΔE to the lowest compared entry with this formula, charge and spin (kJ/mol) = 202.7
- molar mass (g/mol) = 99.13
- E_tot (Ha) = -325.8603
- HOMO-LUMO gap (hartree) = 0.4027
- charge = 0

Results of the Löwdin charge analysis, in e, for atoms 1 through 6: -0.034 -0.417 -0.014 -0.087 0.013 -0.442